A structure of composition C64H171AsF9N15O17Sr at a distorted geometry. Source: the Open Molecules 2025 dataset; level of theory: wB97M-V/def2-TZVPD.

```
278
Properties=species:S:1:pos:R:3:forces:R:3
Sr -1.911616 3.076633 -1.540641 -0.671 1.864 -1.864
C -2.303304 6.897513 -2.576885 0.297 -3.468 -0.517
O -1.369023 7.064980 -3.652324 1.924 2.388 1.245
O -2.127933 5.620722 -2.028282 -0.348 2.012 0.347
C -2.484007 8.142207 -1.548942 1.361 -1.390 -1.035
F -1.875403 9.305670 -1.932662 -0.449 -0.563 0.215
F -3.775265 8.363757 -1.515497 -1.422 0.632 0.291
F -2.093681 7.890063 -0.283597 0.193 0.016 -0.388
C -0.077765 7.486582 -3.169912 1.684 -0.702 -0.967
C 0.817335 7.742591 -4.362669 -0.145 -0.225 -1.746
H 1.859534 8.053517 -4.290307 0.009 0.050 1.167
H 0.900703 6.848403 -4.980389 -0.336 -0.082 -0.255
H 0.380143 8.532828 -4.972984 -0.251 -0.069 -0.192
H 0.374711 6.650643 -2.636462 -0.219 0.124 0.637
H 0.053156 8.420917 -2.624038 -1.163 -0.210 0.592
H -3.149653 6.884424 -3.263631 -1.175 0.483 0.795
As 0.020680 -0.069071 0.314277 1.247 -0.474 -1.377
F -0.707125 -0.745909 -1.210700 0.812 1.114 1.502
F -1.441899 -0.623192 1.163114 1.737 1.575 -1.982
F 0.705561 0.696923 1.794928 -0.964 -1.187 -1.583
F 1.547652 0.449380 -0.665265 -2.542 -0.682 1.530
F -0.805242 1.555321 0.003314 1.133 -2.460 0.619
F 0.801115 -1.671481 0.552767 -0.845 2.046 0.180
C 0.706380 4.207605 -3.722413 1.520 0.238 0.155
C 1.241568 3.215644 -2.694354 -1.566 -0.148 0.687
C 1.383393 3.701715 -1.222630 -0.167 -0.774 -1.939
O 0.115752 3.944931 -0.632594 1.670 -0.309 -1.108
C 0.279766 4.429295 0.656099 -1.363 0.992 0.030
N 0.235519 2.125188 -2.743201 0.579 -0.407 0.737
H -0.340860 4.468147 -3.569092 0.018 -0.088 -0.193
H 0.958507 3.728685 -4.668546 -0.757 0.088 -0.371
H 1.289055 5.128529 -3.744173 -0.002 0.061 0.206
H 2.224493 2.843548 -2.983344 0.277 0.174 -0.085
H 1.979493 4.610692 -1.303349 0.126 0.187 0.603
H 1.880764 2.892947 -0.687259 0.330 0.247 0.326
H 0.816156 5.374340 0.570743 0.390 -0.057 0.614
H 0.689910 3.690668 1.344802 0.280 0.071 0.040
H -0.753758 4.681659 0.893271 0.095 0.159 0.838
H 0.548037 1.372866 -2.146176 0.154 -0.075 0.588
H 0.279470 1.636458 -3.625986 -0.148 0.370 -0.746
C -2.154027 0.111932 8.804187 -0.511 0.428 0.048
C -3.551948 0.108082 8.140796 -0.247 0.357 1.408
C -3.457350 0.125488 6.642383 -1.610 -0.679 -0.506
O -4.841371 0.276596 6.070389 1.853 -0.001 -0.003
C -4.871780 0.099697 4.624096 0.351 -0.021 1.528
N -4.338464 -1.076908 8.624160 0.784 0.338 -1.463
H -1.454095 -0.545202 8.288093 -0.123 -0.265 0.103
H -2.259873 -0.172096 9.851189 0.041 -0.399 -0.067
H -1.672411 1.087613 8.868801 -0.216 0.242 -0.429
H -4.166430 0.964525 8.418316 0.486 0.630 0.213
H -2.998386 -0.843058 6.443921 -0.355 -0.272 -0.827
H -2.792195 0.892754 6.246203 -0.137 0.311 0.140
H -4.096771 0.697560 4.144488 0.272 -0.265 0.048
H -5.815689 0.479707 4.233293 -0.189 -0.264 0.330
H -4.719185 -0.966728 4.458133 -0.021 0.139 -0.607
H -4.558146 -1.003304 9.607237 0.044 0.246 0.059
H -5.188824 -0.947954 8.094676 -0.557 -0.530 0.175
C 4.228944 -7.026239 -0.561057 -0.037 0.665 1.279
C 3.909321 -6.723017 0.948827 0.863 0.925 -1.509
C 2.668440 -5.844350 1.137468 0.332 0.975 -0.819
O 2.424761 -5.453453 2.442306 1.504 0.474 2.150
C 1.446968 -4.466543 2.710778 -1.304 -1.278 -0.547
N 3.841000 -7.943969 1.668188 -1.150 -0.687 1.021
H 5.123954 -7.648068 -0.581016 -0.350 -0.497 0.053
H 4.537421 -6.170638 -1.161798 -0.496 0.304 0.096
H 3.342015 -7.507823 -0.972795 0.218 -0.210 -0.372
H 4.766390 -6.223047 1.400006 0.038 0.597 -0.218
H 1.738310 -6.333339 0.847889 -0.039 -0.189 -1.131
H 2.944346 -4.937789 0.598853 -0.718 0.202 -0.794
H 1.289436 -3.647699 2.008787 1.112 0.319 -0.230
H 1.500212 -4.126508 3.745017 0.349 -0.056 -0.174
H 0.497639 -4.989331 2.594294 -0.576 -0.077 0.391
H 3.475147 -7.556880 2.526328 0.463 -0.485 1.329
H 2.964298 -8.349738 1.373481 -0.225 -0.975 -0.577
C 4.081150 -3.112612 -2.086734 1.108 -0.074 0.298
C 5.118101 -3.084353 -3.239196 -0.081 -0.533 0.312
C 5.358128 -4.423365 -3.985830 1.249 1.070 0.256
O 6.033889 -5.320688 -3.146488 0.138 -1.653 0.991
C 6.647662 -6.419048 -3.850042 -0.694 0.572 -0.369
N 4.562045 -2.131220 -4.129357 -1.306 0.560 -1.943
H 3.999991 -2.093524 -1.708612 -0.462 0.198 -0.339
H 4.376050 -3.630654 -1.174165 0.127 -0.647 -0.264
H 3.130587 -3.477294 -2.475985 -0.023 0.076 0.169
H 6.054877 -2.610313 -2.946204 0.558 -1.013 0.820
H 6.090276 -4.238076 -4.771791 -0.160 0.540 -0.645
H 4.455503 -4.787356 -4.476617 -0.276 -0.282 0.310
H 7.175836 -7.172579 -3.265807 -0.004 0.736 0.877
H 7.351388 -5.994442 -4.565989 0.062 -0.147 -0.285
H 5.892196 -7.021961 -4.353889 -0.232 0.207 -0.427
H 4.907481 -2.071111 -5.076552 0.424 -0.433 -0.006
H 4.572925 -1.200959 -3.736178 -0.328 0.086 0.032
C 5.724449 0.963970 1.530624 -0.297 -1.286 2.118
C 4.241905 0.555233 1.538287 0.210 0.382 -0.615
C 3.744942 -0.148916 2.871674 1.561 1.335 1.313
O 4.725714 -1.059859 3.406580 -0.654 -2.237 0.443
C 4.257040 -1.923612 4.528769 0.508 0.935 -0.958
N 3.422919 1.754507 1.149402 -0.047 -1.924 0.526
H 6.282513 0.074926 1.236906 0.388 0.379 -0.394
H 5.914248 1.003625 2.603249 0.805 0.626 0.109
H 6.018331 1.894179 1.044372 -0.374 -0.273 -0.184
H 4.210586 -0.176676 0.731173 -0.882 -0.051 -0.136
H 2.703047 -0.467106 2.907762 0.049 -0.714 -0.747
H 3.793242 0.561965 3.696550 -0.541 1.215 -0.283
H 3.995043 -1.365211 5.427459 -0.362 0.595 -0.204
H 5.069694 -2.552857 4.891723 0.295 0.057 -0.695
H 3.429314 -2.573238 4.244220 -0.070 0.159 -0.242
H 3.446934 2.419527 1.909189 0.241 0.289 0.196
H 2.507598 1.337995 1.243307 -0.617 0.619 -0.456
C -0.418947 -2.233527 -5.529916 -0.561 1.757 0.146
C 1.097644 -1.871654 -5.649822 -2.429 -0.264 0.705
C 1.429049 -0.682368 -4.703436 -0.800 0.127 -1.921
O 0.612349 0.504508 -5.022128 0.115 -0.084 -1.180
C 0.927938 1.226143 -6.245316 0.637 -0.751 0.053
N 1.860946 -3.055669 -5.348725 0.197 -0.261 0.171
H -0.839763 -3.115961 -6.011913 0.646 -0.177 -0.119
H -0.989595 -1.383598 -5.904181 -0.019 0.155 -0.747
H -0.830662 -2.172287 -4.522519 0.685 -0.680 0.571
H 1.210750 -1.560792 -6.688410 0.485 0.186 -0.083
H 2.495240 -0.526332 -4.867688 0.077 0.577 0.422
H 1.187533 -0.884792 -3.659979 0.154 -0.169 -0.012
H 1.997946 1.430347 -6.206905 -0.010 0.528 -0.162
H 0.314237 2.100146 -6.463445 0.012 0.429 1.415
H 0.746945 0.763326 -7.215433 0.044 -1.370 0.238
H 2.572521 -2.838453 -4.665662 0.720 0.106 -0.070
H 1.239555 -3.691526 -4.869485 -0.006 -0.280 0.086
C -4.730259 2.678847 2.119224 -1.667 -1.308 -1.709
C -4.178417 2.580114 0.649200 -3.253 -1.546 0.931
C -5.081887 3.165525 -0.468506 -1.141 -0.199 1.930
O -4.502440 3.335038 -1.696027 1.790 -0.118 -0.668
C -5.394237 3.799602 -2.644622 -0.825 -0.253 -1.359
N -2.971441 3.195384 0.757463 3.981 2.203 -0.483
H -5.539679 1.951772 2.184940 -0.514 0.282 0.422
H -5.092056 3.690629 2.302231 0.088 -0.054 0.276
H -3.990281 2.327170 2.838141 0.143 0.418 -0.230
H -4.100926 1.528909 0.371608 0.481 -0.229 0.195
H -5.482358 4.128512 -0.151662 -0.294 0.250 0.296
H -5.892269 2.450589 -0.610768 -0.465 0.102 0.350
H -6.198737 3.094867 -2.854978 -0.468 -0.362 0.781
H -4.942703 3.793128 -3.636683 0.692 0.723 0.287
H -5.848460 4.752938 -2.374600 0.239 0.226 -0.081
H -3.145447 4.121624 1.120661 0.201 0.585 -0.130
H -2.407880 2.768054 1.478497 0.198 -0.280 -0.008
C 2.166127 -6.682524 -4.971343 0.813 -1.027 0.291
C 0.682864 -6.907863 -4.783983 0.252 1.966 1.057
C 0.138410 -6.234992 -3.488979 -0.646 0.003 0.296
O 0.261969 -4.807232 -3.456254 -0.339 0.104 -1.045
C 0.225255 -4.050211 -2.249852 0.843 -1.338 0.712
N -0.005568 -6.382533 -5.951286 -1.240 -0.425 0.458
H 2.660484 -7.493374 -4.436331 0.574 0.123 0.076
H 2.592747 -5.731736 -4.651840 -0.476 0.073 0.091
H 2.391184 -6.796736 -6.031724 0.227 -0.059 0.032
H 0.499761 -7.953493 -4.536548 -0.248 -0.229 -0.733
H 0.547188 -6.723170 -2.604290 0.772 0.218 0.147
H -0.908217 -6.528935 -3.409718 -0.451 0.303 -0.205
H 0.271890 -2.973108 -2.410388 0.001 -0.193 -0.572
H 1.106051 -4.362054 -1.688555 0.263 0.317 0.333
H -0.596961 -4.249968 -1.562724 -0.537 -0.225 -0.365
H 0.404991 -6.739813 -6.802101 0.069 0.134 -0.014
H 0.112026 -5.380059 -5.914795 0.010 0.166 -0.339
C 4.759598 3.329607 4.295682 0.923 -1.099 0.399
C 3.948124 4.543850 4.542900 -0.620 0.420 0.086
C 4.281043 5.275416 5.852357 -0.943 -1.873 0.128
O 3.292677 6.266255 6.205893 1.281 -0.690 -1.323
C 3.562860 6.963295 7.368132 0.469 1.248 1.289
N 4.094032 5.336790 3.350979 -0.948 0.917 -0.457
H 5.820599 3.553249 4.406916 0.246 -0.030 -0.189
H 4.567642 3.026946 3.266290 0.275 -0.034 0.245
H 4.557319 2.481047 4.949235 -0.138 0.065 0.152
H 2.911897 4.206038 4.528073 -0.323 0.218 0.344
H 5.350116 5.473382 5.774941 0.052 1.423 0.200
H 4.240773 4.489026 6.606066 -0.073 -0.075 0.511
H 4.460937 7.579188 7.320744 0.187 0.211 -0.502
H 3.724310 6.422363 8.300561 -0.164 -1.062 -0.167
H 2.740921 7.636113 7.612740 -0.193 0.009 -0.452
H 4.981796 5.814164 3.286935 0.201 0.045 0.140
H 3.366380 6.033521 3.423071 0.122 0.541 -0.447
C -3.376788 -4.056743 0.029176 0.962 -0.443 0.172
C -3.592927 -4.672062 -1.386979 -1.452 -0.511 1.919
C -3.750341 -6.237399 -1.323111 0.695 0.367 0.083
O -2.608821 -6.944922 -0.821061 -0.635 0.581 -0.996
C -2.674265 -8.365157 -0.990437 0.545 1.016 0.362
N -4.824036 -4.114533 -1.912497 -0.722 0.629 -1.113
H -4.200818 -3.922151 0.729871 -0.879 -0.194 -0.719
H -2.904146 -3.075943 -0.023292 0.181 0.001 -0.152
H -2.753249 -4.723195 0.625111 0.574 0.032 -0.225
H -2.826864 -4.288568 -2.060914 0.311 -0.606 0.116
H -4.055809 -6.529165 -2.327938 0.412 -0.405 -0.354
H -4.595842 -6.517780 -0.694925 -0.349 0.402 0.307
H -3.420865 -8.799979 -0.325903 0.010 -0.130 0.135
H -1.655269 -8.636296 -0.714329 -0.254 -0.649 0.018
H -2.884321 -8.678455 -2.013087 0.001 0.177 -0.190
H -4.957153 -4.204149 -2.909672 0.374 -0.093 -0.135
H -5.722628 -4.346711 -1.514096 0.306 -0.565 0.622
C -3.146737 -0.989664 -3.393376 -0.045 -0.988 -1.580
C -2.624050 0.391259 -3.278835 0.306 1.814 -1.401
C -3.104642 1.387435 -4.421273 0.447 -0.891 0.070
O -2.542382 2.679768 -4.285242 0.503 0.768 -0.780
C -2.659669 3.530858 -5.487787 0.272 -0.796 0.996
N -3.122748 0.878321 -2.024890 -0.257 -0.479 0.955
H -2.778661 -1.685925 -2.639830 0.306 0.265 0.159
H -2.851435 -1.376927 -4.368532 -0.423 -0.421 -0.106
H -4.228066 -0.967739 -3.257945 -0.167 -0.169 -0.336
H -1.534840 0.430507 -3.292453 0.023 -0.116 -0.063
H -4.184873 1.528304 -4.458351 -0.396 -0.473 0.234
H -2.790107 0.942234 -5.365186 0.048 -0.039 -0.284
H -3.706063 3.730838 -5.718351 -0.094 0.197 0.228
H -2.228872 3.082696 -6.383147 0.126 -0.583 0.129
H -2.079172 4.436337 -5.311097 -0.367 0.037 0.371
H -2.860113 0.113708 -1.419512 0.437 0.036 0.970
H -4.088804 0.605678 -2.136639 -1.009 0.842 0.530
C -0.537505 -1.426380 4.778220 0.502 -0.935 -0.561
C -1.319841 -2.485404 3.929689 0.149 1.197 1.916
C -2.116190 -3.386218 4.920921 1.738 -1.919 -0.606
O -1.241444 -4.402435 5.529766 -0.907 1.036 -1.423
C -1.783334 -4.931173 6.715284 0.849 0.412 0.228
N -2.311942 -1.781932 3.170400 -1.680 0.079 -0.073
H 0.088127 -1.882176 5.545631 -0.278 -0.326 0.245
H -1.258632 -0.752033 5.240120 0.144 0.020 -0.134
H 0.207363 -0.885306 4.194701 -0.313 0.339 -0.379
H -0.712562 -2.979983 3.171591 0.587 -0.828 0.871
H -2.818158 -3.964005 4.319674 -0.500 0.061 0.005
H -2.649071 -2.875772 5.723147 0.103 0.516 -0.217
H -1.540636 -4.176522 7.463426 -0.156 -0.375 0.758
H -1.253622 -5.871668 6.866846 -0.070 0.085 0.384
H -2.856956 -5.114690 6.757039 -0.190 0.030 -0.517
H -2.888280 -2.504118 2.762502 -0.575 -0.143 -0.092
H -1.928792 -1.337662 2.348258 0.017 -0.246 1.134
C 4.735999 1.755964 -4.899434 -0.279 1.893 -0.546
C 5.197502 1.297804 -3.549615 0.750 -0.005 0.322
C 5.503066 2.442967 -2.500525 1.003 -0.654 -0.763
O 6.557904 3.340219 -2.850335 -0.734 -1.013 -1.889
C 6.893674 4.186099 -1.838582 0.206 1.274 1.648
N 4.180213 0.394676 -3.036683 -0.306 0.996 0.737
H 5.261560 2.661045 -5.203942 0.559 -0.140 -0.111
H 3.731837 2.171803 -4.816772 -0.480 -0.256 0.126
H 4.735458 1.077270 -5.752363 0.192 -0.409 0.429
H 6.057154 0.640328 -3.679292 0.586 0.439 0.095
H 5.932545 1.963458 -1.620911 -0.845 -0.404 0.497
H 4.589701 3.000073 -2.291963 -0.222 -0.002 0.230
H 6.931984 3.726324 -0.851043 0.562 -0.775 0.125
H 6.166113 4.960568 -1.595740 -0.502 0.439 -0.691
H 7.840170 4.683579 -2.050111 -0.010 -0.188 -0.096
H 4.353319 0.223680 -2.056424 0.040 -0.219 0.412
H 3.313389 0.912973 -3.045923 -0.546 -0.123 0.034
C -0.414311 6.083841 6.678669 -1.169 0.149 -0.785
C -0.057991 4.648616 7.003416 0.185 -0.604 0.886
C -0.052662 3.672438 5.826411 1.191 -0.216 -0.374
O -1.271380 3.321558 5.311182 -2.521 -0.570 -0.952
C -1.199820 2.431841 4.173606 -0.032 -0.034 1.639
N 1.299186 4.690294 7.592607 -0.422 -0.830 -0.695
H -1.370762 6.185338 6.165840 -0.143 -0.117 -0.129
H 0.341101 6.511597 6.019510 0.155 -0.078 -0.078
H -0.496520 6.747592 7.539359 0.173 -0.284 0.318
H -0.611651 4.182807 7.818642 -0.967 0.306 -0.280
H 0.396860 2.711948 6.078396 0.842 0.142 0.645
H 0.494753 4.075071 4.974163 0.842 0.506 0.025
H -2.105960 1.827167 4.210646 -0.443 0.594 -0.603
H -0.472696 1.630744 4.306383 0.726 0.266 0.127
H -0.982619 2.978818 3.256148 -0.212 -0.034 -0.133
H 1.283910 5.590365 8.050589 0.747 0.058 0.138
H 1.856297 4.771745 6.754102 0.836 0.470 0.349
C -7.356104 -0.159227 0.026464 0.032 0.003 -0.873
C -6.924009 -1.298056 -0.921677 0.326 1.451 0.220
C -7.083480 -0.947704 -2.431212 -0.673 -0.301 0.137
O -6.766482 0.384247 -2.860248 -0.624 -0.224 -0.388
C -7.005025 0.586649 -4.308712 1.432 -0.602 1.949
N -5.541499 -1.516890 -0.612630 1.260 -0.089 0.052
H -7.092283 -0.384458 1.059799 -0.279 -0.215 0.026
H -8.398848 0.144986 -0.064242 0.005 -0.115 0.074
H -6.727470 0.680815 -0.268889 -0.153 0.155 0.066
H -7.450152 -2.230723 -0.718193 -0.756 0.047 -0.299
H -8.126173 -1.202211 -2.621262 -0.423 0.390 -0.422
H -6.512782 -1.649147 -3.039812 0.349 -0.245 0.075
H -8.033824 0.392869 -4.612229 -0.004 0.244 0.148
H -6.311787 -0.087658 -4.811548 -0.191 -0.246 -0.371
H -6.616057 1.588521 -4.490477 -0.610 0.068 -0.138
H -5.368188 -1.469850 0.381277 -0.066 0.119 0.197
H -5.301317 -2.457946 -0.889801 0.560 0.057 -0.350
```
Positions in Å, forces in eV/Å.

Properties
LUMO level in eV: -0.8
HOMO in eV: -7.75
Maximum force in eV/A: 4.58